1.
C24H31BrIN6O6Se2Ti as an isolated structure. Source: the Open Molecules 2025 dataset; level of theory: the ωB97M-V functional and the def2-TZVPD basis.

Atoms and positions in Å:
Ti 0.699 -0.154 -0.543
Br -1.361 4.349 1.697
C -2.547 2.917 1.272
C -3.809 2.916 1.853
C -4.667 1.893 1.491
C -4.241 0.936 0.584
C -2.943 1.019 0.101
N -2.105 2.008 0.441
C -2.461 -0.059 -0.880
O -3.311 -0.624 -1.555
O -1.205 -0.252 -0.893
H -4.092 3.693 2.547
H -5.664 1.849 1.910
H -4.868 0.125 0.244
O 2.994 -2.374 1.888
C 3.515 -3.471 1.169
C 3.705 -3.239 -0.336
C 4.620 -4.390 -0.790
O 4.863 -4.420 -2.189
C 2.373 -3.379 -1.105
Se 0.712 -2.754 -0.260
C 4.472 -1.926 -0.616
Se 3.429 -0.370 -1.146
H 2.070 -2.288 1.567
H 2.867 -4.347 1.306
H 4.485 -3.699 1.622
H 4.179 -5.345 -0.472
H 5.602 -4.300 -0.320
H 4.005 -4.343 -2.622
H 2.188 -4.446 -1.274
H 2.447 -2.886 -2.078
H 5.148 -2.095 -1.456
H 5.069 -1.663 0.259
C -1.951 -2.938 5.763
C -1.592 -2.204 4.502
C -0.767 -1.090 4.520
C -0.468 -0.442 3.328
N -0.934 -0.837 2.150
C -1.731 -1.904 2.131
C -2.085 -2.611 3.266
H -1.276 -2.677 6.577
H -1.906 -4.018 5.613
H -2.967 -2.695 6.081
H -0.343 -0.731 5.448
H 0.191 0.419 3.316
H -2.087 -2.214 1.154
H -2.723 -3.481 3.182
N 2.855 0.608 2.485
C 2.086 1.473 1.715
O 1.259 0.819 0.885
C 2.107 2.807 1.828
I 4.847 2.395 -1.524
H 3.016 -0.292 2.048
H 3.719 1.023 2.802
H 2.808 3.277 2.499
H 1.485 3.430 1.216
C 1.965 0.065 -5.294
N 1.504 1.020 -4.294
C 1.667 2.369 -4.427
C 1.328 3.245 -3.458
C 0.843 2.679 -2.228
N 0.763 1.370 -2.083
C 1.040 0.501 -3.103
O 0.918 -0.701 -2.898
N 0.432 3.463 -1.222
H 2.072 0.589 -6.241
H 1.233 -0.734 -5.385
H 2.919 -0.361 -4.981
H 2.090 2.694 -5.368
H 1.466 4.305 -3.579
H 0.794 4.399 -1.148
H 0.146 3.013 -0.357

The value obtained for the HOMO energy (alpha / beta) is -4.26 / -4.47 eV. As for the calculated total energy: -278574.640 eV. The net charge is -1. The expectation value of S² is 2.01. As for the energy relative to the best compared isomer or geometry (same formula, charge and spin): 23.6 kcal/mol. For the largest force on an atom, the calculation gives 1.3 eV Å⁻¹. The calculation puts the LUMO energy (alpha / beta) at 2.2937 / 1.6124 eV. As for the spin multiplicity: 3.

From a Mulliken analysis of the wavefunction, the atomic charges in e read: atom 1 (Ti): 1.319, atom 2 (Br): -0.141, atom 3 (C): 0.281, atom 4 (C): -0.690, atom 5 (C): -0.306, atom 6 (C): -0.925, atom 7 (C): 0.646, atom 8 (N): 0.215, atom 9 (C): 0.127, atom 10 (O): -0.729, atom 11 (O): -0.230, atom 12 (H): 0.410, atom 13 (H): 0.409, atom 14 (H): 0.466, atom 15 (O): -0.507, atom 16 (C): -1.474, atom 17 (C): 2.700, atom 18 (C): -1.276, atom 19 (O): -0.563, atom 20 (C): -1.928, atom 21 (Se): -0.680, atom 22 (C): -1.289, atom 23 (Se): -0.386, atom 24 (H): -0.040, atom 25 (H): 0.351, atom 26 (H): 0.438, atom 27 (H): 0.423, atom 28 (H): 0.434, atom 29 (H): 0.377, atom 30 (H): 0.564, atom 31 (H): 0.598, atom 32 (H): 0.515, atom 33 (H): 0.364, atom 34 (C): -1.454, atom 35 (C): 1.236, atom 36 (C): -1.019, atom 37 (C): -0.354, atom 38 (N): 0.246, atom 39 (C): -0.318, atom 40 (C): -1.044, atom 41 (H): 0.356, atom 42 (H): 0.359, atom 43 (H): 0.283, atom 44 (H): 0.360, atom 45 (H): 0.321, atom 46 (H): 0.450, atom 47 (H): 0.384, atom 48 (N): -0.399, atom 49 (C): 0.117, atom 50 (O): 0.896, atom 51 (C): -1.148, atom 52 (I): -0.523, atom 53 (H): 0.082, atom 54 (H): 0.261, atom 55 (H): 0.194, atom 56 (H): 0.080, atom 57 (C): -1.003, atom 58 (N): 0.277, atom 59 (C): -0.142, atom 60 (C): -1.066, atom 61 (C): 0.715, atom 62 (N): 0.576, atom 63 (C): -0.092, atom 64 (O): -0.579, atom 65 (N): -0.115, atom 66 (H): 0.357, atom 67 (H): 0.289, atom 68 (H): 0.294, atom 69 (H): 0.324, atom 70 (H): 0.390, atom 71 (H): 0.302, atom 72 (H): -0.369

---

2.
C33H29Br2CsN11O3S2 as an isolated structure. Source: the Open Molecules 2025 dataset; level of theory: the ωB97M-V functional and the def2-TZVPD basis.

Atoms and positions in Å:
Cs 0.168 0.023 0.311
C -1.906 2.037 -3.882
C -1.864 1.920 -2.390
N -2.079 0.859 -1.721
N -2.213 -0.302 -2.499
C -2.869 -1.364 -1.921
N -2.335 -2.557 -2.275
S -4.223 -1.185 -0.986
C -1.423 3.084 -1.561
C -2.139 4.265 -1.438
C -1.656 5.232 -0.566
C -0.474 5.004 0.121
C 0.195 3.812 -0.110
N -0.276 2.871 -0.922
H -0.958 1.699 -4.311
H -2.055 3.073 -4.184
H -2.695 1.404 -4.287
H -1.313 -0.566 -2.905
H -1.319 -2.569 -2.375
H -2.775 -3.351 -1.846
H -3.067 4.402 -1.978
H -2.211 6.148 -0.406
H -0.086 5.710 0.841
H 1.128 3.579 0.394
C 2.327 -3.133 2.096
C 2.798 -3.196 0.668
C 4.039 -3.782 0.333
C 4.443 -3.789 -0.971
C 3.616 -3.229 -1.971
C 3.955 -3.186 -3.347
Br 5.611 -3.891 -3.961
C 3.094 -2.633 -4.253
C 1.868 -2.109 -3.835
Br 0.716 -1.354 -5.140
C 1.428 -2.103 -2.502
O 0.306 -1.629 -2.139
C 2.376 -2.689 -1.551
N 2.014 -2.674 -0.243
H 2.979 -3.700 2.761
H 1.315 -3.531 2.174
H 2.301 -2.100 2.450
H 4.659 -4.212 1.110
H 5.393 -4.222 -1.253
H 3.359 -2.599 -5.300
O -1.723 2.727 2.300
N -0.983 1.934 2.908
C 0.140 2.430 3.460
C 0.999 1.518 4.119
N 1.711 0.785 4.658
C 0.509 3.804 3.365
N 0.809 4.915 3.288
C 4.952 -0.084 0.721
C 3.931 0.349 1.746
N 4.166 -0.002 3.027
O 2.923 0.964 1.424
H 5.941 -0.247 1.152
H 5.007 0.672 -0.058
H 4.617 -1.017 0.263
H 4.990 -0.514 3.281
H 3.458 0.214 3.724
S -5.549 -1.050 5.153
C -4.153 -1.088 4.063
C -4.020 -0.178 3.026
C -2.876 -0.229 2.245
N -1.907 -1.125 2.425
C -2.078 -2.032 3.381
C -3.170 -2.052 4.234
C -5.218 0.363 6.151
C -4.051 1.115 6.130
C -3.939 2.186 7.005
N -4.874 2.547 7.881
C -5.987 1.814 7.890
C -6.210 0.732 7.059
H -4.771 0.577 2.839
H -2.745 0.505 1.459
H -1.282 -2.760 3.503
H -3.238 -2.781 5.031
H -3.238 0.895 5.451
H -3.033 2.783 6.993
H -6.750 2.109 8.603
H -7.143 0.185 7.116

The value obtained for the HOMO energy is -5.17 eV. As for the calculated total energy: -219531.645 eV. The net charge is -1. As for the energy relative to the best compared isomer or geometry (same formula, charge and spin): 7.3 kcal/mol. For the largest force on an atom, the calculation gives 0.3 eV Å⁻¹. The calculation puts the LUMO energy at 1.8463 eV.

From a Mulliken analysis of the wavefunction, the atomic charges in e read: atom 1 (Cs): 1.110, atom 2 (C): -1.312, atom 3 (C): 0.321, atom 4 (N): -0.076, atom 5 (N): -0.160, atom 6 (C): 0.130, atom 7 (N): -0.463, atom 8 (S): -0.384, atom 9 (C): 0.350, atom 10 (C): -0.461, atom 11 (C): -0.499, atom 12 (C): -0.479, atom 13 (C): -0.506, atom 14 (N): -0.183, atom 15 (H): 0.247, atom 16 (H): 0.472, atom 17 (H): 0.318, atom 18 (H): 0.223, atom 19 (H): 0.384, atom 20 (H): 0.226, atom 21 (H): 0.435, atom 22 (H): 0.393, atom 23 (H): 0.441, atom 24 (H): 0.517, atom 25 (C): -1.109, atom 26 (C): 0.581, atom 27 (C): -0.767, atom 28 (C): -0.908, atom 29 (C): 1.480, atom 30 (C): -0.138, atom 31 (Br): -0.285, atom 32 (C): -0.567, atom 33 (C): 0.263, atom 34 (Br): -0.240, atom 35 (C): -0.871, atom 36 (O): -0.418, atom 37 (C): 0.167, atom 38 (N): -0.148, atom 39 (H): 0.393, atom 40 (H): 0.267, atom 41 (H): 0.154, atom 42 (H): 0.367, atom 43 (H): 0.310, atom 44 (H): 0.413, atom 45 (O): -0.524, atom 46 (N): 0.200, atom 47 (C): 0.235, atom 48 (C): 0.419, atom 49 (N): -0.877, atom 50 (C): 0.240, atom 51 (N): -0.621, atom 52 (C): -0.827, atom 53 (C): 0.524, atom 54 (N): -0.201, atom 55 (O): -0.514, atom 56 (H): 0.390, atom 57 (H): 0.286, atom 58 (H): 0.004, atom 59 (H): 0.156, atom 60 (H): 0.283, atom 61 (S): -0.267, atom 62 (C): 0.243, atom 63 (C): -0.510, atom 64 (C): -0.542, atom 65 (N): 0.128, atom 66 (C): -0.467, atom 67 (C): -0.417, atom 68 (C): 0.661, atom 69 (C): -0.383, atom 70 (C): -0.412, atom 71 (N): -0.606, atom 72 (C): -0.308, atom 73 (C): -0.533, atom 74 (H): 0.426, atom 75 (H): 0.520, atom 76 (H): 0.317, atom 77 (H): 0.438, atom 78 (H): 0.478, atom 79 (H): 0.395, atom 80 (H): 0.339, atom 81 (H): 0.342

---

3.
A 2-piece molecular cluster, C5H8O overall. Source: the Open Molecules 2025 dataset; level of theory: the ωB97M-V functional and the def2-TZVPD basis.

Atoms and positions in Å:
C -1.518 -0.770 1.054
C -0.683 -0.271 -0.089
C 0.218 0.875 0.009
C 1.219 1.064 -0.965
C 1.489 -1.169 -0.539
O 2.345 -1.682 0.035
H -1.294 -1.831 1.216
H -1.278 -0.241 1.982
H -2.596 -0.687 0.870
H -0.978 -0.548 -1.098
H -0.886 1.256 -0.240
H 0.433 1.199 1.029
H 0.997 0.826 -2.001
H 1.977 1.826 -0.811

The value obtained for the HOMO energy is -7.30 eV. As for the calculated total energy: -7357.716 eV. As for the energy relative to the best compared isomer or geometry (same formula, charge and spin): 104.7 kcal/mol. For the largest force on an atom, the calculation gives 1.3 eV Å⁻¹. The calculation puts the LUMO energy at 0.7731 eV.

From a Mulliken analysis of the wavefunction, the atomic charges in e read: atom 1 (C): -1.107, atom 2 (C): -0.198, atom 3 (C): 0.018, atom 4 (C): -1.011, atom 5 (C): 0.157, atom 6 (O): -0.293, atom 7 (H): 0.314, atom 8 (H): 0.318, atom 9 (H): 0.312, atom 10 (H): 0.397, atom 11 (H): 0.186, atom 12 (H): 0.302, atom 13 (H): 0.301, atom 14 (H): 0.305